Here is one molecule with the formula C3H5NO2 from the OMol25 dataset. Energies are from ωB97M-V with the def2-TZVPD basis set.

XYZ file:
```
11
Properties=species:S:1:pos:R:3:lowdin_charge:R:1
N -0.71 -1.40 -0.54 0.13
C 0.49 -1.10 -0.76 -0.32
O 0.97 0.15 -0.68 -0.08
C 0.08 1.15 -0.17 -0.14
C -0.29 0.78 1.27 -0.25
O -1.41 0.88 1.70 0.07
H -0.85 -2.40 -0.66 0.06
H 1.31 -1.79 -0.98 0.13
H -0.83 1.24 -0.78 0.13
H 0.64 2.09 -0.22 0.13
H 0.60 0.40 1.83 0.14
```

Values from the calculation:
HOMO	-0.3648	Eh
net charge	0
energy relative to the best compared isomer or geometry (same formula, charge and spin)	39.5	kcal/mol
spin multiplicity	1
lowest unoccupied orbital energy	0.85	eV
Kohn-Sham gap	10.780	eV
SMILES	[H]/N=C/OCC=O

=====

Here is C49H54Br2N4O3PbSi as an isolated structure from the OMol25 dataset. Energies are from ωB97M-V with the def2-TZVPD basis set.

XYZ file:
```
114
Properties=species:S:1:pos:R:3:lowdin_charge:R:1
Pb 0.22 0.09 0.09 1.22
C 2.37 -3.18 0.53 -0.05
C 1.80 -2.73 1.88 -0.39
C 2.82 -2.95 3.00 -0.06
C 0.49 -3.43 2.17 -0.14
C 0.45 -4.81 2.20 -0.06
C -0.71 -5.50 2.49 -0.11
C -1.86 -4.78 2.76 -0.07
C -1.88 -3.39 2.74 -0.13
C -3.18 -2.67 3.04 -0.36
C -4.40 -3.35 2.41 -0.08
C -3.42 -2.52 4.55 -0.07
C -0.68 -2.69 2.43 -0.16
N -0.67 -1.30 2.27 0.01
C -0.92 -0.50 3.29 -0.55
O -0.89 -0.77 4.50 -0.02
C -1.36 0.90 2.88 -0.19
C -2.04 1.67 3.81 0.00
C -2.64 2.85 3.40 -0.05
C -2.52 3.23 2.07 -0.01
C -1.78 2.44 1.21 -0.18
N -1.21 1.30 1.62 0.03
C -1.65 2.83 -0.25 -0.51
O -2.28 3.81 -0.66 -0.01
N -0.86 2.02 -0.96 -0.05
C -0.68 2.28 -2.33 -0.18
C -1.50 1.68 -3.29 -0.13
C -1.29 1.95 -4.63 -0.05
C -0.28 2.81 -5.04 -0.09
C 0.56 3.37 -4.09 -0.05
C 0.37 3.12 -2.73 -0.13
C 1.29 3.76 -1.71 -0.37
C 2.73 3.28 -1.88 -0.05
C 1.18 5.28 -1.78 -0.06
C -2.66 0.79 -2.86 -0.36
C -3.92 1.65 -2.73 -0.05
C -2.90 -0.37 -3.82 -0.07
H 3.24 -2.57 0.25 0.07
H 1.62 -3.06 -0.26 0.07
H 2.69 -4.22 0.56 0.07
H 1.59 -1.66 1.82 0.05
H 3.05 -4.01 3.12 0.07
H 2.43 -2.57 3.95 0.08
H 3.75 -2.41 2.77 0.07
H 1.37 -5.37 2.01 0.10
H -0.73 -6.58 2.50 0.09
H -2.78 -5.32 2.99 0.10
H -3.10 -1.66 2.62 0.13
H -4.68 -4.24 2.97 0.06
H -4.21 -3.63 1.38 0.06
H -5.25 -2.66 2.43 0.07
H -3.53 -3.50 5.03 0.07
H -4.33 -1.93 4.72 0.07
H -2.58 -2.00 5.01 0.05
H -2.10 1.31 4.83 0.11
H -3.19 3.46 4.10 0.10
H -3.00 4.11 1.68 0.11
H -1.91 1.49 -5.39 0.10
H -0.14 3.02 -6.09 0.09
H 1.36 4.02 -4.41 0.10
H 0.95 3.45 -0.72 0.10
H 3.13 3.57 -2.86 0.07
H 2.77 2.19 -1.80 0.07
H 3.36 3.71 -1.10 0.06
H 1.63 5.67 -2.70 0.07
H 1.70 5.74 -0.93 0.07
H 0.13 5.58 -1.75 0.08
H -2.41 0.39 -1.88 0.11
H -4.24 2.02 -3.71 0.08
H -3.73 2.51 -2.09 0.06
H -4.74 1.06 -2.31 0.07
H -3.37 -0.03 -4.75 0.07
H -3.56 -1.11 -3.36 0.07
H -1.96 -0.87 -4.08 0.07
C -2.52 -2.91 -1.17 -0.04
C -1.51 -3.02 -2.26 -0.36
C -1.69 -3.92 -3.33 -0.04
C -0.72 -4.04 -4.28 -0.05
C 0.45 -3.26 -4.20 -0.21
C 1.54 -3.34 -5.09 -0.64
Br 1.49 -4.55 -6.58 0.66
C 2.64 -2.55 -4.94 -0.21
C 2.70 -1.62 -3.92 -0.61
Br 4.22 -0.49 -3.78 0.69
C 1.68 -1.42 -2.94 -0.45
O 1.81 -0.55 -2.04 -0.24
C 0.54 -2.34 -3.11 -0.14
N -0.43 -2.27 -2.18 0.15
H -3.53 -3.12 -1.53 0.07
H -2.48 -1.92 -0.72 0.06
H -2.27 -3.62 -0.37 0.08
H -2.60 -4.51 -3.39 0.10
H -0.83 -4.74 -5.10 0.06
H 3.48 -2.64 -5.63 0.08
C 2.09 0.86 3.34 -0.22
Si 2.34 1.25 1.46 0.51
C 4.07 0.46 1.14 -0.24
C 2.80 3.10 1.78 -0.30
C 4.09 3.62 1.66 -0.12
C 4.42 4.89 2.10 -0.11
C 3.44 5.70 2.66 -0.13
C 2.14 5.23 2.75 -0.10
C 1.83 3.96 2.30 -0.12
H 3.03 0.85 3.89 0.03
H 1.60 -0.10 3.51 -0.01
H 1.45 1.62 3.79 0.02
H 4.79 0.69 1.93 0.02
H 4.49 0.79 0.19 0.02
H 3.98 -0.62 1.09 -0.01
H 4.88 3.00 1.23 0.09
H 5.43 5.26 2.01 0.09
H 3.69 6.69 3.03 0.09
H 1.36 5.87 3.17 0.09
H 0.80 3.60 2.38 0.09
```

Values from the calculation:
HOMO	-0.0688	Eh
net charge	-2
spin multiplicity	1
lowest unoccupied orbital energy	3.83	eV
Kohn-Sham gap	5.703	eV

=====

Here is a 2-piece molecular cluster, C4H12N2O overall from the OMol25 dataset. Energies are from ωB97M-V with the def2-TZVPD basis set.

XYZ file:
```
19
Properties=species:S:1:pos:R:3:lowdin_charge:R:1
C 1.90 -0.24 -0.88 -0.11
C 1.06 -1.18 -0.10 -0.27
C 0.60 -0.60 1.27 -0.18
N -0.45 0.35 0.98 0.01
C -1.73 0.05 0.53 -0.35
N -2.86 0.67 0.42 -0.01
H 1.53 0.70 -0.57 0.05
H 2.82 -0.17 -0.36 0.06
H 2.09 -0.54 -1.98 0.13
H 1.61 -2.12 0.23 0.13
H 0.16 -1.50 -0.52 0.07
H 0.19 -1.41 1.95 0.14
H 1.46 -0.07 1.63 0.11
H -0.45 1.31 1.26 0.13
H -1.85 -0.99 0.45 0.10
H -3.14 0.66 1.40 0.05
H -1.47 2.10 -2.33 0.03
H -0.85 1.25 -1.28 -0.01
O -0.62 1.73 -2.10 -0.07
```

Values from the calculation:
HOMO	-0.2973	Eh
net charge	0
energy relative to the best compared isomer or geometry (same formula, charge and spin)	90.5	kcal/mol
spin multiplicity	1
lowest unoccupied orbital energy	0.73	eV
Kohn-Sham gap	8.821	eV
SMILES	[H]/N=C\NCCC.O

=====

Here is a 2-piece molecular cluster, CH3BrCl2Si overall from the OMol25 dataset. Energies are from ωB97M-V with the def2-TZVPD basis set.

XYZ file:
```
8
Properties=species:S:1:pos:R:3:lowdin_charge:R:1
C 0.13 -0.80 0.11 -1.43
Si 0.52 0.90 0.88 0.61
Cl -1.32 -1.44 -0.44 0.52
Cl 1.46 -1.68 -0.37 0.59
Br -2.87 -0.34 -2.89 -0.10
H 1.59 1.08 -0.19 -0.05
H -0.69 1.57 0.65 -0.09
H 1.17 0.71 2.24 -0.05
```

Values from the calculation:
HOMO (spin up / spin down)	-0.3840 / -0.3010	Eh
net charge	0
energy relative to the best compared isomer or geometry (same formula, charge and spin)	140.0	kcal/mol
spin multiplicity	1
lowest unoccupied orbital energy (spin up / spin down)	-0.89 / -3.05	eV
Kohn-Sham gap (spin up / spin down)	9.562 / 5.144	eV

=====

Here is C39H62N6O3P4PtSi2 as an isolated structure from the OMol25 dataset. Energies are from ωB97M-V with the def2-TZVPD basis set.

XYZ file:
```
117
Properties=species:S:1:pos:R:3:lowdin_spin:R:1
Pt 0.16 0.09 -0.25 1.02
C 4.05 -1.06 1.58 0.00
Si 3.17 0.43 2.31 0.01
C 3.47 0.36 4.17 0.01
C 4.03 1.97 1.67 0.00
N 1.51 0.44 1.91 0.08
P 0.18 0.03 2.68 0.10
C -0.92 -0.21 1.37 0.42
P -2.47 -0.69 0.78 0.10
N -2.24 -0.65 -0.79 0.08
Si -3.30 -0.46 -2.12 0.01
C -3.31 1.31 -2.77 0.00
C -5.08 -0.90 -1.71 0.01
C -2.77 -1.58 -3.54 0.00
C -2.98 -2.37 1.27 0.01
C -4.29 -2.83 1.23 0.00
C -4.56 -4.19 1.39 0.00
C -3.52 -5.09 1.59 0.00
C -2.21 -4.63 1.61 0.00
C -1.94 -3.28 1.45 0.01
C -3.73 0.50 1.34 0.01
C -3.63 1.76 0.75 0.01
C -4.55 2.75 1.05 0.00
C -5.59 2.49 1.94 0.01
C -5.67 1.25 2.55 0.00
C -4.75 0.26 2.26 0.01
C -0.30 1.37 3.81 0.01
C 0.21 1.54 5.09 0.00
C -0.03 2.71 5.80 0.00
C -0.78 3.73 5.22 0.00
C -1.30 3.57 3.94 0.00
C -1.05 2.40 3.24 0.01
C 0.38 -1.49 3.65 0.01
C 1.12 -2.50 3.02 0.01
C 1.37 -3.70 3.67 0.00
C 0.87 -3.91 4.95 0.01
C 0.11 -2.93 5.57 0.00
C -0.15 -1.73 4.92 0.01
H 5.13 -0.88 1.50 0.00
H 3.67 -1.26 0.57 0.00
H 3.91 -1.96 2.19 0.00
H 4.52 0.18 4.40 0.00
H 2.88 -0.44 4.63 0.00
H 3.18 1.31 4.65 0.00
H 5.09 1.94 1.92 0.00
H 3.60 2.87 2.11 0.00
H 3.95 2.04 0.58 0.00
H -3.95 1.96 -2.17 0.00
H -3.67 1.34 -3.80 0.00
H -2.29 1.72 -2.75 0.00
H -5.41 -0.36 -0.82 0.00
H -5.18 -1.97 -1.53 0.00
H -5.76 -0.63 -2.53 0.00
H -1.76 -1.35 -3.87 0.00
H -3.44 -1.44 -4.40 0.00
H -2.82 -2.63 -3.24 0.00
H -5.11 -2.15 1.06 0.00
H -5.58 -4.54 1.35 0.00
H -3.73 -6.14 1.72 0.00
H -1.39 -5.33 1.76 0.00
H -0.92 -2.92 1.45 0.00
H -2.83 1.93 0.03 0.00
H -4.47 3.73 0.58 0.00
H -6.32 3.26 2.16 0.00
H -6.47 1.05 3.26 0.00
H -4.80 -0.70 2.78 0.00
H 0.81 0.76 5.54 0.00
H 0.38 2.84 6.79 0.00
H -0.97 4.64 5.78 0.00
H -1.89 4.36 3.50 0.00
H -1.44 2.27 2.23 0.01
H 1.52 -2.30 2.03 0.00
H 1.95 -4.47 3.17 0.00
H 1.07 -4.84 5.46 0.00
H -0.28 -3.10 6.56 0.00
H -0.77 -0.98 5.40 0.00
C 1.40 -0.83 -6.26 0.00
N 0.57 -0.19 -5.26 0.00
C -0.27 0.90 -5.75 0.00
P 1.03 -0.16 -3.68 0.00
O 0.00 0.48 -2.83 0.01
O 2.40 0.73 -3.65 0.00
P 2.83 1.36 -2.20 0.00
O 2.58 0.36 -1.13 0.01
N 4.43 1.70 -2.34 0.00
C 5.39 0.64 -2.04 0.00
C 4.90 2.71 -3.28 0.00
N 2.05 2.82 -2.15 0.00
C 1.44 3.35 -3.37 0.00
C 1.28 3.17 -0.95 0.00
N 1.55 -1.69 -3.32 0.00
C 0.87 -2.46 -2.27 0.00
C 2.99 -2.00 -3.37 0.00
H 0.78 -1.07 -7.13 0.00
H 1.80 -1.77 -5.88 0.00
H 2.23 -0.19 -6.60 0.00
H -0.94 0.51 -6.52 0.00
H 0.32 1.72 -6.19 0.00
H -0.87 1.29 -4.94 0.00
H 4.97 -0.04 -1.30 0.00
H 6.29 1.09 -1.62 0.00
H 5.67 0.07 -2.94 0.00
H 4.23 3.56 -3.27 0.00
H 4.98 2.32 -4.30 0.00
H 5.88 3.05 -2.96 0.00
H 2.02 3.08 -4.25 0.00
H 1.42 4.44 -3.29 0.00
H 0.42 2.99 -3.50 0.00
H 1.77 2.82 -0.05 0.00
H 0.27 2.75 -0.98 0.00
H 1.20 4.26 -0.91 0.00
H -0.20 -2.26 -2.27 0.00
H 1.26 -2.23 -1.28 0.00
H 1.03 -3.52 -2.47 0.00
H 3.49 -1.42 -4.14 0.00
H 3.10 -3.06 -3.60 0.00
H 3.47 -1.79 -2.41 0.00
```

Values from the calculation:
HOMO (spin up / spin down)	-0.2195 / -0.2730	Eh
expectation value of S²	2.010
net charge	0
energy relative to the best compared isomer or geometry (same formula, charge and spin)	0.0	kcal/mol
spin multiplicity	3
lowest unoccupied orbital energy (spin up / spin down)	0.52 / -0.10	eV
Kohn-Sham gap (spin up / spin down)	6.491 / 7.325	eV

=====

Here is an isolated ion of composition CH6N3 and charge +1 from the OMol25 dataset. Energies are from ωB97M-V with the def2-TZVPD basis set.

XYZ file:
```
10
Properties=species:S:1:pos:R:3:lowdin_charge:R:1
C 0.12 1.06 0.09 -0.16
N 0.75 0.04 -0.79 0.08
N -0.78 0.05 0.58 0.05
N 0.07 -1.01 0.00 0.06
H 0.67 1.61 0.81 0.10
H -0.57 1.91 -0.40 0.17
H 0.67 -0.08 -1.76 0.12
H -1.13 -0.21 1.48 0.14
H -0.39 -1.79 -0.68 0.26
H 0.58 -1.59 0.67 0.18
```

Values from the calculation:
HOMO	-0.5535	Eh
net charge	+1
energy relative to the best compared isomer or geometry (same formula, charge and spin)	126.0	kcal/mol
spin multiplicity	1
lowest unoccupied orbital energy	-4.14	eV
Kohn-Sham gap	10.922	eV
SMILES	C1N[NH2+]N1